# 1
# C5H6S

One molecule with the formula C5H6S at a distorted geometry (wB97M-V/def2-TZVPD, OMol25).

```
! wB97M-V def2-TZVPD RIJCOSX def2/J DEFGRID3
* xyz 0 3
C -1.38 -1.07 0.57
C -0.90 -0.25 -0.46
C -0.18 0.99 -0.58
C 1.06 0.83 0.38
C -0.68 -1.68 -0.44
S 2.09 -0.52 -0.05
H -1.78 -1.19 1.52
H 0.17 0.96 -1.66
H -0.83 1.87 -0.41
H 1.85 1.67 0.28
H 0.84 0.88 1.49
H -0.26 -2.51 -0.65
*
```

⟨S²⟩ = 2.006
Energy above the lowest of the compared OMol25 structures with the same formula, charge and spin = 1.5444 eV
LUMO level (alpha / beta) = 1.00 / -1.74 eV
HOMO level (alpha / beta) = -0.210 / -0.324 Eh
Orbital gap (alpha / beta) = 6.719 / 7.086 eV

=====

# 2
# C29H54EuN3OP2

C29H54EuN3OP2 as an isolated structure at a distorted geometry (wB97M-V/def2-TZVPD, OMol25).

```
! wB97M-V def2-TZVPD RIJCOSX def2/J DEFGRID3
* xyz 1 8
C 2.39 -1.31 -0.72
C 1.24 0.49 -1.65
C 3.26 -1.37 -1.81
C 2.04 0.44 -2.80
C 3.07 -0.50 -2.88
H 4.04 -2.13 -1.80
H 1.86 1.16 -3.61
H 3.71 -0.55 -3.76
N 1.42 -0.37 -0.62
P 0.84 -2.68 1.20
P 0.04 2.48 0.12
C 2.47 -2.38 0.39
H 2.88 -3.32 -0.01
H 3.19 -2.04 1.17
C 0.07 1.48 -1.58
H 0.16 2.26 -2.35
C -1.61 3.44 0.19
C 1.55 3.57 0.30
C -0.25 -3.67 -0.04
C 1.03 -3.40 2.94
C -2.68 2.57 0.90
H -2.53 2.53 1.99
H -3.67 3.03 0.72
H -2.74 1.55 0.50
C -1.49 4.74 0.98
H -1.19 4.58 2.02
H -0.80 5.46 0.54
H -2.48 5.23 1.02
C -2.08 3.75 -1.24
H -2.88 4.51 -1.19
H -1.29 4.16 -1.87
H -2.49 2.86 -1.72
C 1.57 4.13 1.75
H 1.04 3.49 2.47
H 2.60 4.22 2.11
H 1.13 5.14 1.81
C 2.81 2.70 0.10
H 2.76 1.77 0.68
H 2.96 2.45 -0.95
H 3.69 3.26 0.45
C 1.50 4.68 -0.76
H 0.77 4.51 -1.55
H 1.30 5.67 -0.32
H 2.48 4.75 -1.26
C -0.37 -3.60 3.57
H -0.27 -4.10 4.54
H -0.89 -2.64 3.76
H -1.03 -4.21 2.94
C 1.82 -2.42 3.84
H 2.78 -2.13 3.41
H 1.26 -1.51 4.09
H 2.03 -2.93 4.80
C 1.77 -4.73 2.85
H 2.57 -4.71 2.11
H 2.25 -4.96 3.82
H 1.11 -5.57 2.62
C 0.09 -3.30 -1.49
H 1.12 -3.55 -1.76
H -0.58 -3.85 -2.17
H -0.07 -2.23 -1.68
C -1.75 -3.34 0.23
H -2.16 -2.64 -0.51
H -2.34 -4.27 0.18
H -1.94 -2.89 1.22
C 0.00 -5.17 0.14
H 1.06 -5.42 0.09
H -0.40 -5.55 1.09
H -0.51 -5.71 -0.67
Eu -0.46 -0.10 1.26
C 1.82 0.84 2.72
O 2.75 1.11 3.34
N -1.71 0.02 -0.68
C -1.33 0.62 -1.71
C -2.08 0.47 -3.12
C -1.60 1.49 -4.15
C -1.75 -0.92 -3.65
C -3.60 0.59 -2.87
H -1.74 2.52 -3.82
H -0.55 1.33 -4.40
H -2.18 1.36 -5.07
H -2.05 -1.69 -2.92
H -2.29 -1.12 -4.58
H -0.67 -1.03 -3.84
H -4.09 1.22 -3.62
H -4.07 -0.41 -2.92
H -3.82 0.98 -1.87
N -1.82 0.17 3.51
H -2.05 1.15 3.65
H -1.24 -0.14 4.30
H -2.70 -0.37 3.55
*
```

⟨S²⟩ = 15.762
Energy above the lowest of the compared OMol25 structures with the same formula, charge and spin = 0.5479 eV
LUMO level (alpha / beta) = -2.53 / -2.53 eV
HOMO level (alpha / beta) = -0.335 / -0.347 Eh
Orbital gap (alpha / beta) = 6.586 / 6.908 eV

=====

# 3
# C29H37N2RhS3Si

C29H37N2RhS3Si as an isolated structure at a distorted geometry (wB97M-V/def2-TZVPD, OMol25).

```
! wB97M-V def2-TZVPD RIJCOSX def2/J DEFGRID3
* xyz 0 1
Rh 0.66 0.10 -0.34
C 3.88 2.04 -1.36
C 3.95 0.55 -1.23
C 5.13 -0.14 -1.43
C 5.13 -1.54 -1.30
C 3.98 -2.19 -0.92
C 2.82 -1.44 -0.68
N 2.83 -0.09 -0.90
N 1.64 -1.87 -0.23
Si 1.22 -3.37 0.53
C -0.42 -3.08 1.42
C 2.51 -3.86 1.83
C 1.05 -4.77 -0.72
H 4.87 2.47 -1.46
H 3.39 2.46 -0.48
H 3.29 2.32 -2.23
H 6.04 0.39 -1.69
H 6.04 -2.09 -1.48
H 3.95 -3.27 -0.80
H -0.25 -2.71 2.43
H -1.01 -4.00 1.48
H -1.01 -2.33 0.89
H 2.77 -2.99 2.44
H 3.43 -4.25 1.39
H 2.10 -4.62 2.50
H 0.48 -4.45 -1.60
H 0.52 -5.62 -0.27
H 2.02 -5.14 -1.06
C -0.14 5.24 -1.82
C 0.87 4.11 -1.68
S 0.24 2.64 -0.80
C -0.15 3.34 0.84
C -1.59 3.80 1.08
S -2.94 2.76 0.46
C -2.97 3.05 -1.34
C -2.91 4.52 -1.76
S -1.56 4.91 -2.92
H 0.37 6.09 -2.27
H -0.53 5.56 -0.85
H 1.77 4.46 -1.17
H 1.13 3.74 -2.67
H 0.54 4.18 1.00
H 0.10 2.55 1.53
H -1.75 4.82 0.73
H -1.76 3.79 2.15
H -3.90 2.59 -1.66
H -2.16 2.48 -1.77
H -2.81 5.20 -0.91
H -3.82 4.81 -2.29
C -1.04 -0.46 -1.20
C -2.03 -1.17 -1.20
C -3.20 -1.99 -1.23
C -4.48 -1.43 -1.17
C -5.60 -2.25 -1.15
C -5.45 -3.63 -1.17
C -4.18 -4.19 -1.23
C -3.06 -3.38 -1.26
H -4.58 -0.35 -1.15
H -6.58 -1.81 -1.10
H -6.33 -4.27 -1.15
H -4.07 -5.27 -1.25
H -2.07 -3.81 -1.30
C 0.51 0.31 4.53
C -0.69 0.24 3.83
C -0.69 0.19 2.44
C 0.51 0.21 1.75
C 1.71 0.26 2.44
C 1.71 0.32 3.83
H 0.51 0.34 5.61
H -1.63 0.23 4.36
H -1.63 0.15 1.90
H 2.66 0.26 1.91
H 2.65 0.36 4.37
*
```

Energy above the lowest of the compared OMol25 structures with the same formula, charge and spin = 2.5403 eV
LUMO level = -0.65 eV
HOMO level = -0.281 Eh
Orbital gap = 7.000 eV

=====

# 4
# C11H15NP

An isolated ion of composition C11H15NP and charge +1 at a distorted geometry (wB97M-V/def2-TZVPD, OMol25).

```
! wB97M-V def2-TZVPD RIJCOSX def2/J DEFGRID3
* xyz 1 3
C 3.07 1.04 -1.53
C 3.32 0.37 -0.28
C 1.76 1.13 -2.01
C 2.28 -0.13 0.45
C 0.68 0.79 -1.14
C 0.98 0.09 0.03
C -1.53 0.37 -1.20
C -1.43 -0.89 -0.36
C -2.91 0.75 -1.60
C -1.16 0.61 2.22
C 0.05 -1.97 2.09
N -0.59 1.12 -1.53
P -0.32 -0.56 1.00
H 3.87 1.30 -2.28
H 4.37 0.25 0.15
H 1.65 1.60 -3.03
H 2.58 -0.68 1.37
H -2.38 -1.19 -0.17
H -1.08 -1.89 -0.82
H -3.62 0.49 -0.85
H -3.23 0.33 -2.68
H -3.14 1.77 -1.80
H -1.95 -0.01 2.48
H -1.25 1.45 1.53
H -0.45 0.59 3.07
H -1.00 -2.27 2.48
H 0.85 -1.63 2.84
H 0.58 -2.86 1.55
*
```

⟨S²⟩ = 2.021
LUMO level (alpha / beta) = -2.90 / -6.80 eV
HOMO level (alpha / beta) = -0.335 / -0.494 Eh
Orbital gap (alpha / beta) = 6.221 / 6.635 eV

=====

# 5
# C22H24N4O2RbS2

C22H24N4O2RbS2 as an isolated structure at a distorted geometry (wB97M-V/def2-TZVPD, OMol25).

```
! wB97M-V def2-TZVPD RIJCOSX def2/J DEFGRID3
* xyz -1 1
Rb -0.11 -2.04 -1.39
N 3.76 -2.47 0.01
C 2.53 -3.03 0.32
S 2.00 -2.86 1.94
N 1.95 -3.62 -0.70
N 0.84 -4.38 -0.42
C 0.18 -4.81 -1.43
C 0.41 -4.51 -2.86
C 1.57 -4.93 -3.50
C 1.81 -4.67 -4.84
C 0.85 -3.95 -5.56
C -0.30 -3.49 -4.95
C -0.58 -3.72 -3.57
O -1.60 -3.23 -2.98
H 4.05 -1.75 0.65
H 3.92 -2.29 -0.97
H -0.69 -5.42 -1.18
H 2.29 -5.50 -2.92
H 2.71 -5.02 -5.32
H 1.02 -3.74 -6.61
H -1.03 -2.93 -5.51
C -0.04 5.82 1.88
C -0.51 4.61 1.10
C 0.29 4.07 0.10
C -0.08 2.90 -0.54
C -1.26 2.27 -0.20
C -2.09 2.82 0.76
C -1.72 3.99 1.41
S -1.61 0.66 -0.94
C -2.85 1.32 -2.11
O -0.41 0.37 -1.76
H 0.61 6.44 1.26
H 0.53 5.49 2.75
H -0.88 6.43 2.23
H 1.22 4.56 -0.15
H 0.56 2.45 -1.29
H -3.03 2.33 1.01
H -2.36 4.40 2.19
H -2.41 2.14 -2.68
H -3.71 1.66 -1.53
H -3.12 0.50 -2.77
C 0.05 1.81 5.44
C -0.13 1.14 4.11
C -1.32 0.51 3.76
C -1.45 -0.03 2.50
N -0.48 -0.01 1.58
C 0.67 0.55 1.93
C 0.89 1.14 3.16
H -0.35 1.20 6.25
H -0.48 2.77 5.45
H 1.10 2.01 5.64
H -2.14 0.45 4.47
H -2.37 -0.52 2.20
H 1.45 0.53 1.18
H 1.85 1.59 3.39
*
```

Energy above the lowest of the compared OMol25 structures with the same formula, charge and spin = 0.9015 eV
LUMO level = 1.90 eV
HOMO level = -0.128 Eh
Orbital gap = 5.370 eV

=====

# 6
# C16H18N6O4

One molecule with the formula C16H18N6O4 (wB97M-V/def2-TZVPD, OMol25).

```
! wB97M-V def2-TZVPD RIJCOSX def2/J DEFGRID3
* xyz 0 1
C -2.81 0.44 -5.19
C -1.80 1.33 -4.57
N -0.92 1.05 -3.67
C -0.28 2.25 -3.49
C 0.85 2.43 -2.53
N 1.93 1.50 -2.80
C 2.71 1.78 -3.99
C 1.94 0.21 -2.36
O 2.64 -0.64 -2.88
C 1.12 -0.21 -1.19
C 0.91 -1.50 -0.88
O 0.15 -1.55 0.25
C -0.06 -0.25 0.58
C -0.85 0.03 1.82
C -1.16 1.51 1.95
N -0.14 -0.49 2.98
C -0.66 -1.47 3.77
O -1.73 -2.00 3.56
C 0.24 -1.91 4.88
C 0.65 -3.36 4.87
C -0.35 -2.86 5.89
C 0.07 -2.73 7.26
N 0.41 -2.62 8.35
N 0.49 0.58 -0.23
N -0.74 3.21 -4.24
O -1.77 2.61 -4.96
H -2.71 -0.55 -4.78
H -3.82 0.82 -5.00
H -2.66 0.40 -6.27
H 1.23 3.45 -2.62
H 0.48 2.29 -1.52
H 3.65 1.23 -3.95
H 2.18 1.48 -4.90
H 2.91 2.85 -4.04
H 1.20 -2.43 -1.33
H -1.78 -0.55 1.77
H -1.71 1.87 1.08
H -1.76 1.67 2.85
H -0.24 2.09 2.03
H 0.75 -0.09 3.22
H 0.97 -1.19 5.24
H 0.25 -3.97 4.08
H 1.64 -3.60 5.22
H -1.39 -3.12 5.73
*
```

SMILES = Cc1nc(CN(C)C(=O)c2coc([C@H](C)NC(=O)[C@@H]3C[C@H]3C#N)n2)no1
Energy above the lowest of the compared OMol25 structures with the same formula, charge and spin = 0.0336 eV
LUMO level = 0.48 eV
HOMO level = -0.353 Eh
Orbital gap = 10.073 eV